<P>
Computed, not measured: C4H7NO in the gas phase, with ωB97M-V with the def2-TZVPD basis set.

Results
Structure (SMILES): C[C@@]1(O)C=NC1
HOMO energy: -9.03 eV
Orbital gap: 9.7 eV
Total charge: 0

```
13
C4H7NO | the OMol25 dataset | ωB97M-V with the def2-TZVPD basis set
C -0.9618 -0.5214 0.9141
C -1.1783 0.3050 -0.9595
C 0.1958 -0.4247 0.0381
C 1.1722 0.6953 0.5368
N -1.8541 0.2054 0.3733
O 0.7621 -1.5959 -0.3973
H -1.2943 -1.1595 1.7031
H -1.0898 1.3302 -1.4249
H -1.6581 -0.3583 -1.6946
H 1.4770 1.3192 -0.3104
H 2.1830 0.2964 0.8069
H 0.6292 1.2655 1.3623
H 1.6171 -1.3571 -0.9479
```

Mulliken atomic charge list, values in e, 4 entries:
1. C -0.76
2. C -0.50
3. C 1.21
4. C -1.28

***

<Q>
Computed, not measured: C4H7NO in the gas phase, with ωB97M-V with the def2-TZVPD basis set.

Results
HOMO energy: -7.86 eV
Orbital gap: 8.8 eV
Total charge: 0

```
13
C4H7NO | the OMol25 dataset | ωB97M-V with the def2-TZVPD basis set
C -0.9573 -0.1331 1.0852
C -0.2861 1.1335 0.5647
O 1.1010 0.9983 0.2348
C 1.4599 0.2017 -0.7952
N 0.7491 -0.7018 -1.3095
C -0.0764 -1.4631 -1.8773
H -0.2692 -0.7001 1.7163
H -1.8263 0.1402 1.6877
H -0.8197 1.5331 -0.3061
H -0.2766 1.9033 1.3398
H 2.4799 0.3746 -1.1229
H -0.0361 -2.4606 -1.3963
H -1.3042 -0.7756 0.2774
```

Mulliken atomic charge list, values in e, 4 entries:
1. C -0.96
2. C -0.32
3. O -0.35
4. C -0.04

***

Most stable one: <P>, least stable one: <Q>.

***

<P>
Computed, not measured: C4H7NO in the gas phase, with ωB97M-V with the def2-TZVPD basis set.

Results
Structure (SMILES): CC(=O)[C@H]1CN1
HOMO energy: -9.71 eV
Orbital gap: 10.6 eV
Total charge: 0

```
13
C4H7NO | the OMol25 dataset | ωB97M-V with the def2-TZVPD basis set
C -0.2062 -1.4065 0.6438
C -0.0484 -0.7294 -0.8029
O 0.5431 -1.2100 -1.7415
C -0.5515 0.6641 -0.6306
C 0.3463 1.0900 0.4355
N 0.0799 1.9091 -0.9122
H -1.2532 -1.3568 0.9751
H 0.3581 -1.0796 1.5533
H 0.1083 -2.4209 0.4809
H -1.6115 0.7812 -0.4347
H 1.3427 0.6432 0.4599
H -0.0385 1.2987 1.4402
H 0.9310 1.8169 -1.4668
```

Mulliken atomic charge list, values in e, 4 entries:
1. C -1.08
2. C 0.44
3. O -0.55
4. C 0.20

***

<Q>
Computed, not measured: C4H7NO in the gas phase, with ωB97M-V with the def2-TZVPD basis set.

Results
Structure (SMILES): C[C@@]1(C=O)CN1
HOMO energy: -9.70 eV
Orbital gap: 10.4 eV
Total charge: 0

```
13
C4H7NO | the OMol25 dataset | ωB97M-V with the def2-TZVPD basis set
C 1.3701 -0.5363 0.0379
C -0.0625 -0.1387 -0.1658
C -0.1666 1.3522 0.0634
N -0.4209 0.7697 -1.2250
C -1.1341 -1.0075 0.3995
O -2.3093 -0.8537 0.1416
H 1.4320 -1.5221 -0.4004
H 2.1293 0.0789 -0.4522
H 1.7096 -0.6412 1.0790
H -1.0039 1.6392 0.6782
H 0.6868 2.0323 0.1055
H -1.4324 0.6694 -1.3166
H -0.7900 -1.8296 1.0620
```

Mulliken atomic charge list, values in e, 4 entries:
1. C -1.53
2. C 1.18
3. C -0.74
4. N -0.68

***

Most stable one: <Q>, least stable one: <P>.